Here is an isolated molecule of C22H32N6O6 from the OMol25 dataset. Energies are from ωB97M-V/def2-TZVPD.

```
66
Properties=species:S:1:pos:R:3:forces:R:3:mulliken_charge:R:1
C 6.122326 0.704351 2.792182 -0.42 0.01 -0.08 -1.1157
C 4.854943 1.233725 2.137320 0.40 0.35 0.06 -0.3018
O 3.729099 0.402710 2.416931 -0.24 -0.19 0.11 -0.3784
C 3.142784 0.599111 3.622712 0.05 -0.16 -0.12 0.7898
O 3.470412 1.462009 4.401887 0.22 0.37 0.13 -0.6533
N 2.157441 -0.299123 3.860476 -0.02 -0.14 -0.04 0.1638
C 1.651906 -1.239806 2.890193 -0.18 0.00 -0.39 -1.2561
C 0.233711 -0.833510 2.455567 0.38 -0.33 -0.17 -0.2912
N -0.622552 -0.709463 3.617360 -0.13 0.10 0.06 0.0938
C -1.363209 -1.752831 4.111311 -0.01 0.04 -0.09 0.3208
O -1.564853 -1.919239 5.297655 -0.02 -0.06 0.32 -0.6930
N -1.885427 -2.644621 3.188330 0.06 -0.53 0.22 -0.0342
C -2.432292 -2.400100 1.925278 -0.21 0.19 -0.40 -0.4497
C -2.764032 -3.492402 1.124186 0.05 0.19 0.15 -0.7313
C -3.307089 -3.307049 -0.129333 -0.05 0.23 -0.08 -0.7240
C -3.537256 -2.022955 -0.620588 0.18 0.04 0.45 -0.5226
N -4.087656 -1.877866 -1.898099 -0.25 -0.43 -0.30 -0.1040
C -4.181693 -0.718989 -2.655850 0.14 -0.08 0.05 0.1981
O -5.185480 -0.467230 -3.291525 -0.27 0.08 -0.20 -0.7112
N -3.082624 0.087082 -2.676273 -0.08 0.11 -0.03 0.4247
C -3.202122 1.320316 -3.441176 -0.18 0.24 -0.05 -0.7596
C -1.988791 2.196983 -3.180260 -0.16 0.21 -0.02 -0.8955
N -0.791451 1.513459 -3.627119 0.03 -0.12 0.02 0.2747
C 0.131752 2.186839 -4.353381 0.01 -0.16 0.11 0.5893
O 0.100394 3.378328 -4.548612 0.14 0.40 -0.18 -0.6583
O 1.092641 1.356567 -4.819273 -0.23 -0.13 0.17 -0.3915
C 2.159026 1.983290 -5.531556 0.33 0.37 -0.19 -0.2913
C 3.200584 2.567147 -4.587934 -0.38 -0.18 -0.10 -1.1024
C -0.785782 0.070364 -3.507998 0.10 -0.37 0.02 -0.9404
C -1.734637 -0.355166 -2.389612 0.41 -0.10 -0.02 -0.5722
C -3.247805 -0.933417 0.196739 -0.14 -0.22 -0.11 0.0967
C -2.701335 -1.118332 1.451460 0.00 -0.19 0.12 0.3702
C -0.101761 0.238985 4.587726 0.06 0.00 0.41 -0.9002
C 1.311961 -0.151211 5.026610 -0.16 0.27 0.17 -0.9128
H 6.966722 1.324272 2.505020 0.13 0.05 -0.02 0.3855
H 6.015579 0.732484 3.873600 0.05 0.01 0.07 0.3109
H 6.309473 -0.320622 2.480393 0.07 -0.07 -0.04 0.2911
H 4.940665 1.228980 1.048414 -0.04 0.03 0.13 0.3206
H 4.644848 2.248145 2.491139 0.02 -0.14 -0.15 0.3331
H 1.613004 -2.231762 3.356679 -0.01 0.01 -0.09 0.2589
H 2.319992 -1.269686 2.031407 -0.09 -0.08 0.08 0.4907
H 0.272970 0.138852 1.952968 -0.01 -0.07 -0.06 0.2779
H -0.162808 -1.573914 1.763478 0.05 0.11 0.01 0.4642
H -2.237376 -3.478811 3.641167 0.08 0.23 0.05 0.2864
H -2.596241 -4.492870 1.494607 0.06 -0.12 0.03 0.4273
H -3.563076 -4.162039 -0.737124 0.02 -0.10 -0.09 0.4456
H -4.819956 -2.538400 -2.124750 0.04 0.24 -0.02 0.3039
H -3.288300 1.101218 -4.512884 -0.02 0.06 0.08 0.3101
H -4.121268 1.824568 -3.134185 0.12 0.01 -0.10 0.5040
H -1.913238 2.426744 -2.110670 -0.07 0.07 -0.06 0.1940
H -2.061099 3.137960 -3.729182 -0.06 -0.13 0.12 0.4669
H 2.585467 1.190038 -6.149258 -0.08 0.10 0.05 0.3197
H 1.745824 2.771691 -6.168620 0.07 -0.19 0.03 0.3239
H 4.023355 2.979718 -5.164557 0.12 0.05 -0.04 0.3901
H 3.582771 1.796281 -3.922654 0.09 -0.05 0.05 0.2810
H 2.753676 3.360309 -3.993866 0.02 0.08 0.04 0.3083
H 0.229294 -0.264698 -3.282179 -0.17 -0.06 -0.01 0.4828
H -1.093938 -0.394698 -4.453691 0.05 -0.05 0.10 0.2723
H -1.721275 -1.442993 -2.303822 0.06 0.14 0.00 0.5513
H -1.385337 0.065393 -1.437827 0.03 -0.11 -0.06 0.1994
H -3.487523 0.063165 -0.139278 0.02 0.11 -0.04 0.6032
H -2.507657 -0.264677 2.081069 0.03 0.08 0.03 0.5572
H -0.085989 1.227345 4.118804 0.03 -0.01 0.04 0.3497
H -0.770527 0.247912 5.448316 0.07 0.08 -0.10 0.5739
H 1.274807 -1.103895 5.564511 -0.02 0.05 0.00 0.3189
H 1.746029 0.616033 5.667646 -0.07 -0.13 -0.02 0.4658
```
Positions in Å, forces in eV/Å.

Output
ΔE to the lowest compared entry with this formula, charge and spin: 2.6 kcal per mole
Molar mass: 476.5 g mol⁻¹
E_LUMO: 0.233 eV
Structure (SMILES): CCOC(=O)N1CCN(C(=O)Nc2ccc(NC(=O)N3CCN(C(=O)OCC)CC3)cc2)CC1